36
Properties=species:S:1:pos:R:3:forces:R:3:mulliken_charge:R:1 method="wB97M-V/def2-TZVPD" de_lowest_kcal_mol=10.59 charge=0
C 0.00526 0.05404 5.22808 -0.683 0.753 -1.426 -1.01
N -0.16264 -0.04237 3.74718 2.797 0.973 1.182 -0.04
C -1.26181 -0.40371 3.12968 -0.611 0.099 -1.443 0.50
O -2.28781 -0.67794 3.68226 -1.966 -0.601 1.411 -0.67
C -1.28983 -0.53690 1.59894 1.254 0.355 -0.610 -0.58
N -0.17847 0.16111 0.91894 -1.314 -0.455 0.239 -0.02
C 1.01799 -0.36391 0.64298 0.457 0.250 0.851 -0.01
O 1.27117 -1.54290 0.80743 0.336 -0.205 -0.362 -0.70
C 2.10866 0.63341 0.18751 0.106 0.399 -0.081 0.50
C 2.43623 0.31544 -1.29690 -1.059 -0.192 0.194 -1.44
C 1.29690 0.62884 -2.21813 -1.633 0.251 -0.553 0.67
C 0.35397 -0.27757 -2.66166 0.881 -0.397 0.860 -0.62
N -0.64107 0.43792 -3.25226 -0.853 -0.009 -0.265 -0.03
C -0.33791 1.75831 -3.16806 2.580 -0.640 0.831 -0.38
N 0.87435 1.91760 -2.57237 -1.539 -0.710 -0.350 -0.61
N 1.75673 2.07314 0.24521 0.284 -0.241 -1.940 -0.28
C 1.49279 2.80393 1.35139 -0.119 0.273 -1.211 0.64
C 1.14314 4.25605 1.23334 -0.214 0.855 0.185 -1.25
O 1.44390 2.27431 2.41871 0.111 -1.378 2.698 -0.58
H 0.94163 0.50052 5.54733 0.411 -0.245 -0.686 0.35
H -0.09723 -0.92585 5.61400 -0.212 -0.826 0.783 0.32
H -0.72804 0.74267 5.62434 -0.578 -0.208 0.155 0.33
H 0.65449 0.21897 3.21395 -0.229 0.090 -0.153 0.16
H -2.24392 -0.18318 1.15860 0.521 -0.185 0.680 0.38
H -1.19177 -1.60596 1.41565 -0.007 0.012 -0.195 0.24
H -0.28284 1.14268 0.85879 0.074 0.820 -0.155 0.22
H 3.02514 0.48695 0.79545 -0.663 -0.294 -0.188 0.55
H 3.26503 0.90617 -1.54840 1.392 0.765 -0.514 0.47
H 2.69064 -0.73443 -1.42748 0.084 0.000 0.293 0.46
H 0.32401 -1.35286 -2.46110 -0.169 0.546 -0.364 0.44
H -1.49706 0.04574 -3.64834 0.617 0.299 0.242 0.22
H -0.95601 2.51717 -3.60024 -0.039 0.278 -0.026 0.44
H 1.80527 2.50893 -0.68642 -0.377 0.072 0.820 0.34
H 0.89362 4.64036 2.24856 0.241 -0.430 -0.766 0.33
H 1.97183 4.85279 0.83990 -0.158 -0.101 -0.118 0.35
H 0.25974 4.38863 0.59581 0.277 0.026 -0.019 0.30



17
Properties=species:S:1:pos:R:3:forces:R:3:mulliken_charge:R:1 method="wB97M-V/def2-TZVPD" de_lowest_kcal_mol=46.86 charge=+1
C -0.62408 -1.62940 0.33961 3.939 -0.888 -1.128 -1.05
N 0.18635 -0.36881 0.66843 -3.194 -1.749 0.783 0.13
C 1.52252 -0.40655 0.41836 2.756 1.702 -1.981 0.16
F 1.76620 -0.68627 -0.96001 -0.354 -0.467 0.978 -0.28
F 2.06195 0.85084 0.51571 -0.535 0.050 0.466 -0.26
C -0.54269 0.79728 0.56965 3.019 2.420 0.137 -0.21
N -0.13901 1.39999 -1.08306 -3.449 0.245 -0.110 -0.42
O -1.81662 0.73579 0.83101 -0.616 -2.055 -1.927 -0.42
H 0.19851 -2.47217 0.07985 -2.176 1.928 0.541 0.36
H -1.21927 -1.97797 1.14520 -0.447 -0.072 0.857 0.35
H -1.20728 -1.45146 -0.56790 0.073 -0.236 -0.104 0.44
H 2.17259 -1.00303 1.02781 -0.202 -1.068 0.116 0.34
H -0.09171 1.74473 0.90822 -0.117 -1.112 0.947 0.49
H -0.05968 2.38988 -0.95623 0.321 0.671 -0.330 0.32
H 0.62972 0.99426 -1.49717 2.987 -0.928 -0.491 0.27
H -0.82002 1.22358 -1.81347 -0.827 0.286 0.074 0.32
H -2.01748 -0.14069 0.37400 -1.180 1.273 1.172 0.45



16
Properties=species:S:1:pos:R:3:forces:R:3:mulliken_charge:R:1 method="wB97M-V/def2-TZVPD" de_lowest_kcal_mol=115.45 charge=0
C 1.33111 1.31040 0.18387 0.012 0.046 0.023 -1.37
C 0.88125 -0.03507 -0.31867 0.158 0.037 -0.138 0.28
C -0.82047 -0.57415 0.86136 -0.270 -0.093 0.242 -0.36
C -2.03680 -0.25596 0.23118 -0.149 -0.028 0.180 -0.66
C -0.45757 -0.18087 -0.89324 0.272 0.028 -0.388 -0.55
C 1.77043 -1.11918 -0.38652 0.409 -0.593 -0.010 0.24
N 2.51764 -2.01510 -0.45452 -0.673 0.703 0.130 -0.58
H 1.90581 1.87605 -0.56161 -0.059 -0.066 0.089 0.34
H 1.95047 1.22930 1.08587 -0.068 0.000 -0.134 0.33
H 0.46065 1.92820 0.44750 0.128 -0.083 -0.043 0.35
H -0.41641 0.11129 1.60061 -0.027 -0.086 -0.165 0.27
H -0.54547 -1.61586 1.00285 0.021 0.176 -0.078 0.31
H -2.64889 -1.01022 -0.24500 0.152 0.062 0.056 0.33
H -2.43673 0.74886 0.30928 0.055 -0.188 0.000 0.30
H -0.60931 -1.09767 -1.45826 0.004 0.189 0.098 0.44
H -0.84569 0.69998 -1.40471 0.035 -0.103 0.137 0.33



59
Properties=species:S:1:pos:R:3:forces:R:3:mulliken_charge:R:1 method="wB97M-V/def2-TZVPD" charge=0
C 4.13049 -2.14124 -1.16417 -0.114 -0.291 -0.247 -1.15
C 4.08606 -0.82983 -1.95285 0.877 0.253 0.194 -0.35
C 4.30172 0.44995 -1.11245 -0.956 0.506 -0.162 -0.79
C 2.97803 1.21693 -0.75697 0.452 -0.245 0.244 0.42
C 2.77092 1.32343 0.77156 0.111 -4.154 -1.309 -0.57
C 2.66771 -0.11557 1.38332 0.282 0.466 -0.164 0.15
C 2.00338 -0.13231 2.78327 -0.450 -0.017 -0.691 -1.32
C 0.74772 -1.02348 2.81609 -0.436 0.437 -0.093 -0.64
C -0.18241 -0.43921 1.73116 0.434 -0.501 0.058 -0.55
S -1.89814 -1.02868 1.86850 0.137 0.133 0.825 -0.08
C -2.90423 0.33012 1.19659 -0.049 0.019 -1.006 0.17
C -4.39876 -0.04346 1.06309 -0.284 0.076 0.422 -1.02
C -5.04752 0.48091 -0.22983 0.770 -0.001 -0.774 -0.42
C -4.60479 1.91870 -0.60261 0.541 -0.526 0.335 -1.00
C -1.97529 -2.45363 0.74010 0.250 0.508 -0.674 -0.81
C -2.22643 -2.07742 -0.73297 0.255 -1.253 0.692 -0.40
O -1.15671 -1.29416 -1.25330 -0.709 0.803 0.437 -0.25
C -1.57007 -0.34037 -2.14741 0.362 1.048 -1.474 0.57
O -2.60890 -0.39122 -2.75543 -0.060 -0.481 0.841 -0.57
C -0.58411 0.79509 -2.37080 0.596 0.102 0.413 -0.28
C -0.48103 1.77915 -1.18320 0.235 -0.455 -0.008 -0.42
H 3.90698 -2.98012 -1.83698 -0.012 0.064 0.186 0.37
H 3.43436 -2.18281 -0.32230 -0.028 0.093 -0.169 0.19
H 5.12809 -2.33497 -0.75206 -0.105 0.212 -0.080 0.32
H 3.17141 -0.72241 -2.54909 0.011 -0.142 0.219 0.21
H 4.90298 -0.87597 -2.68740 -0.189 -0.095 0.042 0.34
H 4.92399 1.15288 -1.67663 0.019 -0.208 0.077 0.30
H 4.81717 0.27754 -0.16222 0.158 -0.310 -0.272 0.44
H 2.10244 0.74922 -1.24206 0.235 -0.167 0.122 -0.91
H 3.06410 2.21722 -1.19614 -0.193 -0.002 0.303 0.72
H 3.71898 1.88793 1.17628 -1.717 -3.366 -0.825 0.29
H 1.88587 1.99908 0.98618 0.750 -2.107 -0.226 0.11
H 3.68848 -0.49723 1.50588 -0.188 -0.096 -0.197 0.58
H 2.18178 -0.77290 0.63833 -0.085 -0.148 0.452 -0.42
H 2.73233 -0.42428 3.54139 -0.275 0.077 0.079 0.40
H 1.63089 0.88405 2.97650 0.428 -0.105 0.330 0.45
H 0.97534 -2.07216 2.58998 -0.047 0.105 0.137 0.31
H 0.22113 -0.94278 3.77595 0.294 -0.201 -0.003 0.48
H 0.19475 -0.74191 0.75325 -0.287 0.361 -0.052 0.12
H -0.20409 0.65096 1.82443 -0.183 -0.120 -0.080 0.57
H -2.72395 1.19815 1.83662 0.072 -0.322 0.178 0.89
H -2.47832 0.59687 0.22378 -0.032 -0.135 0.134 -0.50
H -4.96794 0.36334 1.90689 0.309 -0.160 0.078 0.40
H -4.46841 -1.13774 1.13166 -0.333 0.179 -0.093 0.38
H -6.13525 0.38714 -0.23948 0.128 -0.061 0.437 0.47
H -4.68703 -0.15717 -1.05008 -0.289 0.092 0.034 0.19
H -3.67241 1.82478 -1.17149 -0.258 0.278 -0.149 0.14
H -4.33506 2.51829 0.27626 -0.427 0.033 -0.089 0.29
H -5.34349 2.43873 -1.21012 0.088 -0.015 0.081 0.38
H -2.75697 -3.11988 1.11171 -0.034 0.194 -0.107 0.55
H -1.02178 -2.97722 0.87001 -0.034 0.236 0.085 0.53
H -2.23284 -3.03238 -1.27128 -0.384 0.228 -0.089 0.48
H -3.19961 -1.59024 -0.77716 0.202 0.067 -0.542 0.01
H -0.83911 1.36128 -3.26728 -0.345 -0.377 0.016 0.39
H 0.42234 0.39378 -2.54732 -0.223 -0.176 0.142 0.04
H -1.33899 2.45137 -1.09641 0.072 -0.118 -0.084 0.42
H 0.43604 2.36476 -1.29041 -0.247 0.091 0.043 0.48
H -0.36317 1.21050 -0.25830 0.006 0.223 -0.034 -0.30
I 3.18130 3.65062 1.38744 0.900 9.473 2.055 -0.80



100
Properties=species:S:1:pos:R:3:forces:R:3:mulliken_charge:R:1 method="wB97M-V/def2-TZVPD" de_lowest_kcal_mol=1.19 charge=+2
Ti 0.20869 0.00875 0.06942 -0.373 -0.406 -0.408 -1.49
C -4.48033 -2.01984 3.79425 0.021 0.063 -0.048 -1.06
C -4.27836 -0.53949 3.50294 0.016 -0.084 -0.004 -0.40
N -3.79694 -0.29418 2.14193 -0.015 -0.009 -0.011 -0.16
C -2.52633 -0.45026 1.77805 0.217 -0.007 -0.051 0.59
S -2.12185 -0.29083 0.07394 -0.306 0.195 0.177 -0.38
N -1.61352 -0.76869 2.64887 -0.184 0.028 0.037 -1.28
N -0.36060 -0.79758 2.10812 0.295 -0.039 -0.118 1.34
C 0.54142 -1.37008 2.83606 -0.149 0.029 0.019 0.56
C 0.24592 -2.06757 4.12097 -0.030 0.046 0.026 -1.87
C 1.91551 -1.21424 2.36509 0.125 -0.057 -0.009 0.32
C 2.99535 -1.80807 2.99650 -0.015 0.014 -0.004 -0.90
C 4.27608 -1.50748 2.55921 0.004 0.011 -0.006 -1.36
C 4.43005 -0.58778 1.53917 0.005 -0.037 0.051 -0.80
C 3.29882 -0.05682 0.94306 0.004 0.038 0.027 -0.10
N 2.06278 -0.39625 1.30958 0.111 0.054 0.146 1.48
H -4.83356 -2.15216 4.81639 0.000 -0.012 -0.006 0.36
H -5.21830 -2.45192 3.11816 -0.002 -0.009 0.020 0.31
H -3.54122 -2.56078 3.67885 -0.012 -0.017 0.015 0.28
H -5.21235 0.00869 3.61075 0.007 0.025 0.012 0.43
H -3.55088 -0.10987 4.19070 -0.022 0.028 0.006 0.22
H -4.46551 -0.10350 1.41498 -0.015 -0.001 -0.009 0.23
H -0.70363 -1.72669 4.51960 0.004 -0.021 0.013 0.45
H 0.17015 -3.14500 3.94957 0.018 0.000 -0.009 0.28
H 1.03432 -1.89848 4.85188 0.002 -0.007 -0.006 0.53
H 2.83682 -2.48996 3.81860 0.006 -0.006 -0.011 0.63
H 5.13651 -1.96717 3.02684 -0.004 0.010 0.010 0.54
H 5.40946 -0.28069 1.20134 -0.016 0.018 -0.021 0.69
H 3.37602 0.66892 0.15096 0.006 0.024 0.020 0.06
C 0.22728 3.47810 2.88649 -0.014 -0.046 0.120 -0.58
O 0.10822 4.00994 1.53262 -0.034 0.022 -0.028 -0.51
C 0.14231 2.95860 0.75046 0.006 0.152 0.032 0.60
N 0.45434 1.81851 1.25839 0.051 -0.073 0.023 1.12
C 0.88763 2.11212 2.65134 -0.017 0.026 0.128 -0.97
C 2.38764 2.21168 2.81182 0.047 -0.082 0.138 0.68
C 3.18154 2.90229 1.90176 -0.035 0.026 -0.063 -0.31
C 4.53494 3.07722 2.15020 -0.006 -0.008 -0.043 -0.78
C 5.10644 2.55989 3.30541 0.003 -0.013 0.022 -0.59
C 4.31918 1.86714 4.21408 0.001 0.000 0.007 -0.98
C 2.96328 1.69730 3.96880 0.019 0.014 -0.068 -0.11
C -0.21440 3.07743 -0.65510 0.019 -0.119 -0.077 -0.42
C -0.44000 4.26069 -1.32289 0.000 0.047 -0.020 -0.61
C -0.83163 4.18668 -2.65461 0.008 0.047 -0.003 -1.02
C -1.03678 2.94620 -3.22786 -0.027 -0.023 -0.013 -0.85
C -0.79699 1.81775 -2.45913 -0.037 -0.038 0.108 -0.19
N -0.35145 1.87172 -1.20929 0.056 0.059 0.135 1.03
C -1.10304 0.45058 -2.87344 0.027 0.073 -0.066 -0.13
N -0.77954 -0.53497 -2.14030 0.060 -0.166 -0.049 1.60
C -1.28553 -1.75411 -2.83631 0.085 -0.009 0.145 -1.21
C -2.23074 -1.14468 -3.89205 -0.097 -0.117 0.003 -0.72
O -1.82458 0.25239 -3.96119 0.001 0.029 -0.061 -0.51
C -0.20495 -2.58320 -3.49516 0.056 0.093 -0.053 0.52
C 0.64312 -1.99896 -4.43906 -0.069 0.032 0.022 0.03
C 1.52567 -2.78266 -5.16207 -0.012 -0.037 0.006 -0.81
C 1.57900 -4.15623 -4.94695 0.010 0.040 -0.013 -0.72
C 0.74118 -4.73863 -4.01067 0.001 -0.029 0.014 -0.87
C -0.15215 -3.95329 -3.28983 -0.002 -0.027 0.026 -0.17
H -0.77988 3.40834 3.29704 -0.017 -0.004 -0.047 0.29
H 0.83083 4.15950 3.47541 0.028 0.041 -0.046 0.36
H 0.49188 1.36441 3.33556 -0.059 -0.009 -0.039 0.63
H 2.75607 3.29884 0.98515 0.041 -0.013 0.013 0.33
H 5.14279 3.62564 1.44176 -0.006 -0.002 0.008 0.49
H 6.16020 2.70691 3.50264 -0.007 -0.003 -0.004 0.47
H 4.75538 1.46979 5.12150 0.008 0.004 -0.011 0.47
H 2.34688 1.16835 4.68871 0.007 0.009 -0.002 0.47
H -0.31480 5.20621 -0.81463 -0.007 -0.009 0.013 0.64
H -1.00266 5.08946 -3.22442 0.005 -0.002 -0.003 0.52
H -1.38548 2.83505 -4.24472 0.002 -0.011 0.007 0.66
H -1.83086 -2.36063 -2.11250 -0.004 0.004 -0.007 0.72
H -3.27942 -1.16640 -3.59834 0.013 0.044 0.013 0.29
H -2.10508 -1.58550 -4.87536 -0.007 0.033 -0.024 0.45
H 0.60542 -0.92847 -4.61484 0.008 -0.084 -0.009 0.45
H 2.16083 -2.32705 -5.91184 -0.011 -0.021 -0.008 0.58
H 2.25922 -4.77015 -5.52243 -0.003 -0.001 0.000 0.46
H 0.76594 -5.80951 -3.85412 -0.006 0.011 0.008 0.49
H -0.82562 -4.41847 -2.57850 0.007 0.004 -0.001 0.42
N 7.69152 -1.54751 -3.65570 -0.054 0.027 0.013 -0.49
C 6.49359 -0.96694 -3.38458 0.079 -0.013 0.015 1.02
C 5.37759 -1.21696 -4.19946 -0.077 -0.018 -0.065 -0.75
C 4.15809 -0.65026 -3.90800 0.047 0.037 0.042 -0.22
C 4.02481 0.16765 -2.78680 -0.061 0.067 -0.024 -1.03
C 5.13103 0.45488 -1.98351 -0.039 -0.051 -0.054 -0.45
C 6.34901 -0.11096 -2.27511 0.017 0.006 0.015 -1.04
S 2.47952 0.86662 -2.42423 0.066 -0.058 0.141 1.74
O 1.69162 0.92698 -3.62430 -0.007 -0.029 -0.025 -0.79
O 2.64278 2.07719 -1.65682 0.018 -0.058 0.048 -0.72
N 1.76802 -0.16252 -1.35013 0.030 0.159 -0.123 0.75
C 1.79765 -1.50573 -1.25039 0.337 -0.057 -0.137 -0.09
S 2.91281 -2.72125 -1.75130 -0.024 0.077 0.055 0.02
C 2.05744 -3.86794 -0.76760 0.042 -0.072 -0.120 -0.82
C 1.00969 -3.30133 -0.14548 0.046 0.112 0.166 -1.11
N 0.87090 -1.95869 -0.42137 -0.279 0.122 -0.033 1.31
H 7.83144 -2.01288 -4.53499 0.014 0.000 0.006 0.22
H 8.51822 -1.23546 -3.17825 0.008 -0.002 -0.010 0.21
H 5.48720 -1.84641 -5.07414 -0.005 0.002 0.013 0.38
H 3.29914 -0.82336 -4.54221 0.060 -0.002 0.003 0.45
H 5.03376 1.15564 -1.16365 0.035 -0.012 -0.011 0.70
H 7.21659 0.12106 -1.66956 -0.011 0.006 -0.001 0.34
H 2.35328 -4.90422 -0.76697 -0.031 0.005 0.009 0.58
H 0.30338 -3.79599 0.50400 -0.003 0.015 -0.012 0.60



Which orbital gap belongs to each record? In order, 9.497, 11.985, 7.339, 3.587, 6.395 eV.